*a*
ORCA calculation (the ωB97M-V functional and the def2-TZVPD basis) on an isolated molecule of C6H13N3.

Its SMILES is N[C@@H]1C=CCNC[C@@H]1N. Its HOMO energy is -0.311 Eh. The value obtained for the orbital gap is 9.408 eV.

Atoms and positions in Å:
C: -0.24892 1.55025 -0.09632
H: 2.42421 -1.26431 -0.79763
C: -1.09832 0.47910 0.45972
C: 0.85062 -1.42795 0.79253
C: 1.11555 1.72429 -0.25089
H: -0.77363 2.43585 -0.54312
H: -2.49085 0.90130 -0.89778
H: 1.74205 2.55129 -0.57125
C: -0.65476 -1.10021 0.34239
N: -0.90238 -1.62865 -1.00666
H: -1.75974 -1.18225 -1.18300
H: 2.99058 0.77590 -0.52090
H: -1.53894 -1.57418 0.82145
H: -3.15359 1.24795 0.82700
H: 1.09494 -0.98810 1.76014
H: -0.97467 0.57703 1.61570
C: 2.07553 0.62643 0.01566
N: 1.59613 -0.68533 -0.30887
H: -0.43086 -1.03678 -1.77991
H: 1.12916 -2.48626 0.92165
H: 2.22916 0.67822 1.09493
N: -2.51175 0.63583 0.12614

---

*b*
ORCA calculation (the ωB97M-V functional and the def2-TZVPD basis) on a 3-piece molecular cluster, C6H13N3 overall.

Its SMILES is [H]/N=C\N.C=CC.CC#N. Its HOMO energy is -0.325 Eh. The value obtained for the orbital gap is 9.578 eV.

Atoms and positions in Å:
C: 2.16184 -1.72414 0.63641
H: 1.28580 -3.55930 0.44401
H: -3.24874 1.03402 1.29103
H: -0.28512 2.01457 0.59517
N: -1.06256 -1.19078 1.09124
H: 1.49324 -0.37670 1.82512
H: -3.80456 -0.15494 0.08228
H: 1.26529 1.22598 0.24459
H: 2.88885 -1.98550 -0.11784
C: -2.94695 0.42898 0.41659
N: 2.19217 -0.54532 1.10514
C: 0.54012 1.94834 -0.10668
C: 0.06036 1.60395 -1.47363
C: -1.88995 -0.46343 0.79019
N: 1.37562 -2.75185 1.04009
H: 0.08382 0.31175 -3.12377
H: -2.60415 1.07274 -0.39194
H: 1.01309 2.94124 -0.11903
C: 0.44129 0.53612 -2.14465
H: -0.61620 2.31854 -1.92938
H: 0.53795 -2.48995 1.55041
H: 1.11881 -0.19432 -1.70534

---

*c*
ORCA calculation (the ωB97M-V functional and the def2-TZVPD basis) on C6H13N3 as an isolated structure.

Its HOMO energy is -0.237 Eh. The value obtained for the orbital gap is 7.055 eV.

Atoms and positions in Å:
C: -0.65584 -2.19423 -0.70282
N: -1.16652 2.11053 1.21078
C: 0.82532 0.37018 1.69758
C: -0.16910 0.71626 -0.66823
H: -1.20837 -0.15133 0.96172
H: 1.89001 -1.94135 -1.67320
H: 2.30255 -0.55727 -0.66244
H: 0.42273 0.88140 2.57131
H: 1.12899 -0.62936 2.01349
H: 1.99861 -2.12570 0.09297
C: 1.67614 -1.45127 -0.71403
H: -1.67924 -1.82859 -0.58027
N: -0.25848 1.46035 -1.62606
H: 1.68658 0.92484 1.32655
H: -0.47282 -2.95517 0.07048
C: -1.74958 2.95952 0.50297
H: -2.27353 3.82547 0.95076
C: -0.26041 0.27372 0.65758
H: -1.73927 2.99194 -0.60932
N: 0.27921 -1.09579 -0.60192
H: -0.59305 -2.68784 -1.68108
H: 0.01606 1.10371 -2.53680

---

*d*
ORCA calculation (the ωB97M-V functional and the def2-TZVPD basis) on an isolated molecule of C6H13N3.

Its SMILES is CN1C=NC(C)(C)CN1. Its HOMO energy is -0.288 Eh. The value obtained for the orbital gap is 8.711 eV.

Atoms and positions in Å:
H: 1.06161 1.80049 -1.37610
H: 0.68811 -0.71744 -1.64340
H: -0.63797 0.22459 -2.15529
N: 1.37361 0.78277 0.28710
H: -0.18525 -2.92170 -0.32223
N: -0.19466 -0.70028 0.98793
N: 0.52430 1.15174 -0.77889
H: 2.53621 2.51628 0.23806
H: -2.50360 0.78428 0.30075
H: -1.76541 -2.57237 0.22045
H: 1.68392 -0.13087 2.09028
H: 2.71246 1.89374 1.56727
H: -2.87998 -0.97272 0.48483
C: -2.31480 -0.33315 -0.19395
H: -3.10030 -0.36685 -1.00437
H: 1.11091 2.72938 1.35184
C: 0.00656 -0.02313 -1.34114
C: -0.88136 -0.76530 -0.31045
H: -1.58353 -2.48446 -1.49208
C: 0.90013 -0.03973 1.22922
C: -1.05570 -2.32299 -0.54327
C: 1.83517 2.08065 0.87074

---

Energies relative to the most stable structure, in kcal/mol: *a* 50.2; *b* 0.0; *c* 118.9; *d* 52.4.

---

*a*
ORCA calculation (the ωB97M-V functional and the def2-TZVPD basis) on an isolated molecule of CH3IN4.

Its SMILES is I[C@@H]1N=NNN1. Its HOMO energy (spin up / spin down) is -0.322 / -0.322 Eh. The value obtained for the orbital gap (spin up / spin down) is 8.081 / 8.081 eV.

Atoms and positions in Å:
N: -0.24648 -1.26737 -0.62347
N: 0.58354 -1.45257 0.30840
H: 1.67990 -0.46836 1.61836
H: 0.10651 1.50304 0.61354
I: -2.64700 0.64571 0.07774
H: -0.73500 0.43501 -1.82896
C: -0.43294 0.10242 -0.79382
N: 1.14877 -0.32912 0.67985
N: 0.54271 0.83125 -0.05165

---

*b*
ORCA calculation (the ωB97M-V functional and the def2-TZVPD basis) on an isolated molecule of CH3IN4.

Its HOMO energy (spin up / spin down) is -0.296 / -0.303 Eh. The value obtained for the orbital gap (spin up / spin down) is 8.126 / 8.324 eV.

Atoms and positions in Å:
N: 1.52893 0.28315 0.25708
H: -0.61771 -1.32645 0.18028
C: -0.62684 -0.37330 -0.42661
I: 1.66058 -0.91511 1.87726
H: -1.00121 -0.70976 -1.34905
N: 0.63920 0.10789 -0.69538
N: -1.46381 0.62879 0.29725
H: 0.89722 0.92299 -1.21631
N: -1.01637 1.38181 1.07549

---

*c*
ORCA calculation (the ωB97M-V functional and the def2-TZVPD basis) on a 2-piece molecular cluster, CH3IN4 overall.

Its HOMO energy is -0.365 Eh. The value obtained for the orbital gap is 10.249 eV.

Atoms and positions in Å:
N: 2.00024 0.26952 -0.38470
C: -0.61601 -0.56567 1.21653
I: -1.41968 -2.09146 0.11618
N: 3.83358 1.35469 -1.16552
N: -0.58085 0.62083 0.88557
H: -0.10746 -0.94395 2.14176
H: -1.07430 0.90182 -0.06661
H: 1.25024 0.65544 0.19945
N: 2.91761 0.90585 -0.74512

---

Energies relative to the most stable structure, in kcal/mol: *a* 7.3; *b* 39.3; *c* 0.0.

---

*a*
ORCA calculation (the ωB97M-V functional and the def2-TZVPD basis) on an isolated molecule of C5H6OS2.

Its SMILES is CSC(=S)/C=C\C=O. Its HOMO energy is -0.320 Eh. The value obtained for the orbital gap is 8.331 eV.

Atoms and positions in Å:
C: 0.35731 -0.14537 -0.52483
C: -0.85987 -0.11185 -1.37701
H: 2.99945 0.74712 0.46445
C: 2.19805 1.09020 1.10410
H: -2.94456 -0.18242 -1.69169
S: 1.23022 -1.50684 -0.37393
H: 2.01808 0.36369 1.89631
C: -2.51590 -0.30617 0.47038
H: 2.48015 2.05564 1.54529
O: -1.72821 -0.40955 1.38672
H: -3.61474 -0.27134 0.68223
H: -0.67801 -0.06864 -2.46194
C: -2.13210 -0.17658 -0.95278
S: 0.72480 1.41502 0.13346

---

*b*
ORCA calculation (the ωB97M-V functional and the def2-TZVPD basis) on an isolated molecule of C5H6OS2.

Its SMILES is SC(S)c1ccco1. Its HOMO energy is -0.306 Eh. The value obtained for the orbital gap is 8.943 eV.

Atoms and positions in Å:
S: 1.65157 1.80503 0.11214
H: 0.69194 0.67844 -2.53846
C: 0.68223 -1.30230 0.32700
H: 0.37097 -3.35347 0.61872
H: -0.75345 2.03072 0.16309
C: -0.03543 1.19449 -0.23177
C: -1.43371 -1.96901 0.77473
H: 2.66047 1.04713 -0.48288
O: -1.44226 -0.62680 0.54846
H: -2.31900 -2.47481 0.95644
S: -0.34096 1.31907 -2.08463
C: -0.18182 -0.17526 0.22848
C: -0.10208 -2.41356 0.61382
H: 1.65511 -1.45428 -0.01378

---

*c*
ORCA calculation (the ωB97M-V functional and the def2-TZVPD basis) on an isolated molecule of C5H6OS2.

Its SMILES is C=C1S[C@@H]2CO[C@H]1S2. Its HOMO energy is -0.314 Eh. The value obtained for the orbital gap is 9.175 eV.

Atoms and positions in Å:
H: -1.08735 1.04722 1.78255
O: -0.76854 -0.79237 1.01069
C: -1.14300 1.10768 -0.41591
H: -1.81365 1.94843 -0.69633
H: -2.52329 0.21910 1.05964
H: 0.10931 -2.03297 -0.34158
H: 2.59803 -1.63777 -0.22402
H: 3.25722 0.10831 -0.39244
S: -1.24581 -0.33335 -1.51155
C: -0.12091 -1.01108 -0.22469
S: 0.63582 1.58071 -0.38559
C: -1.44717 0.47664 0.94620
C: 1.15260 -0.11022 -0.30763
C: 2.39675 -0.57031 -0.29934

---

Energies relative to the most stable structure, in kcal/mol: *a* 3.7; *b* 18.9; *c* 0.0.

---

*a*
ORCA calculation (the ωB97M-V functional and the def2-TZVPD basis) on an isolated molecule of C3H5N3S2.

Its SMILES is NC1=NNC(=S)[C@@H]1S. Its HOMO energy is -0.305 Eh. The value obtained for the orbital gap is 7.993 eV.

Atoms and positions in Å:
H: 0.92210 2.33256 -0.79044
S: -0.34096 2.16892 -0.57161
S: -3.16697 0.15365 0.22384
N: 0.33215 -1.31383 -0.81092
C: -0.32878 0.56825 0.32991
C: 0.65768 -0.35145 -0.06692
C: -1.49028 -0.17513 -0.17648
N: 1.94610 -0.07355 0.56529
H: -1.61112 -2.00534 -1.01344
H: 1.72662 -0.03101 1.79484
H: -0.45091 0.50001 1.40346
H: 2.81391 -0.64242 -0.02600
N: -1.00956 -1.13067 -0.86153

---

*b*
ORCA calculation (the ωB97M-V functional and the def2-TZVPD basis) on an isolated molecule of C3H5N3S2.

Its SMILES is [H]/N=C1/NCC(=S)NS1. Its HOMO energy is -0.320 Eh. The value obtained for the orbital gap is 9.039 eV.

Atoms and positions in Å:
H: -0.78603 2.05019 2.49571
N: -0.17948 -0.63052 0.88106
H: 0.57065 -2.14945 -0.30579
S: -0.21300 -1.31887 -2.88578
C: -0.28229 0.66795 1.26194
N: -0.66787 1.04376 2.41561
C: 0.12054 -0.46225 -1.52497
H: 1.68142 -0.76786 -0.10310
H: -0.45512 -1.32872 1.59695
N: -0.09068 0.86166 -1.41133
H: -0.62707 1.30955 -2.15983
S: 0.29704 1.79584 -0.02367
C: 0.63191 -1.07127 -0.23680

---

Energies relative to the most stable structure, in kcal/mol: *a* 74.3; *b* 0.0.